Computed, not measured: a molecular structure, C2H2CdFO in a non-equilibrium geometry, with the ωB97M-V functional and the def2-TZVPD basis.

Values from the calculation:
Net charge   +2
Multiplicity   2
LUMO energy (spin up / spin down)   -12.181 / -12.300 eV
HOMO-LUMO gap (spin up / spin down)   8.14 / 10.64 eV

Last column: Löwdin spin population.
Geometry (Å):
O 1.26 -2.12 0.22  0.192
H 0.94 0.77 -1.03  0.019
H -0.68 -0.20 -1.39  0.019
C 0.88 -1.27 -0.43  0.166
C 0.30 -0.11 -0.91  0.577
Cd -1.85 2.02 2.26  0.005
F -0.84 0.91 1.28  0.023

---

Computed, not measured: C5H6F2N2O6 in the gas phase in a non-equilibrium geometry, with the ωB97M-V functional and the def2-TZVPD basis.

Values from the calculation:
SMILES string   COC(=O)C(C(=O)OC)(N(F)F)[N+](=O)[O-]
LUMO energy   -0.324 eV
HOMO-LUMO gap   10.72 eV

Last column: Mulliken charge in e.
Geometry (Å):
H -3.31 -0.30 -2.82  0.327
N -2.03 2.08 1.10  -0.014
H 1.88 0.23 2.70  0.300
C -2.56 -0.91 -2.41  -0.860
H 2.43 1.85 2.27  0.347
N -0.75 2.02 -1.00  1.019
F -2.24 1.39 2.32  -0.186
O 0.42 2.08 -1.22  -0.616
F -3.28 2.21 0.61  -0.155
C 1.61 1.38 2.67  -0.726
H 1.46 1.83 3.77  0.234
C -1.78 -0.12 -0.31  0.233
O -1.72 -0.05 -1.64  -0.251
O 0.45 1.63 1.86  -0.265
O -1.64 2.51 -1.65  -0.592
O -2.14 -1.05 0.39  -0.566
H -2.98 -1.64 -1.80  0.397
C 0.24 0.81 0.89  0.225
H -2.00 -1.30 -3.16  0.278
O 0.88 -0.11 0.50  -0.540
C -1.17 1.22 0.19  1.410

---

Computed, not measured: a molecular structure, C17H46N3O8Zn in a non-equilibrium geometry, with the ωB97M-V functional and the def2-TZVPD basis.

Values from the calculation:
Net charge   +1
LUMO energy   -5.236 eV
HOMO-LUMO gap   6.19 eV

Last column: Mulliken charge in e.
Geometry (Å):
C 4.09 -0.46 -3.26  -0.468
O 0.14 0.92 -0.08  -0.877
H -2.41 -3.05 -2.85  0.272
H 4.78 0.38 -3.26  0.219
H 1.00 -1.30 5.30  0.363
C 1.28 0.39 0.04  1.281
H 1.00 -1.83 -1.89  0.062
H -1.41 -0.58 0.49  0.124
Zn 0.81 2.54 -1.30  0.560
H 0.99 0.49 3.23  0.203
C 0.05 -0.81 5.52  -1.617
H -3.73 -4.05 1.25  0.457
H 0.30 0.10 6.07  0.399
C -0.76 -1.64 -3.18  0.794
H 3.66 4.33 -0.59  0.372
H 4.52 -1.32 -3.77  0.309
N -1.50 -1.54 0.80  0.369
H -1.54 -3.41 -4.27  0.320
H -1.12 -1.97 -0.03  -0.255
H 4.45 2.69 -2.71  0.333
N 1.11 3.95 0.11  -0.295
H 0.05 1.55 4.33  0.519
C 0.44 -3.95 -0.53  -0.887
C 1.98 6.15 0.40  -1.518
C -2.88 -2.06 0.84  0.293
H 3.15 -0.19 -3.74  0.128
H -3.24 -1.29 2.90  0.482
H 1.66 3.94 0.96  0.339
H -6.86 -1.61 2.77  0.272
O -5.01 -1.78 1.86  -0.351
H -0.57 -1.49 6.10  0.383
H -5.96 -0.10 2.71  0.292
O -0.73 -1.58 3.41  -0.547
H -3.74 -0.26 1.58  0.396
C -5.86 -1.18 2.82  -0.772
O 1.52 -0.62 0.85  -0.514
H 2.37 7.01 -0.15  0.381
H -1.16 -0.93 -2.45  0.105
H 0.74 -3.22 -3.00  0.478
O 3.91 -0.92 -1.96  -0.520
C -3.68 -1.29 1.91  -0.766
H 3.01 2.20 -3.67  0.181
C 0.27 -2.46 -2.38  -0.677
C 3.48 3.00 -3.10  -0.809
O -0.44 -3.00 -1.30  -0.503
C -0.01 0.77 3.57  -1.202
H 0.29 -0.17 -3.91  0.163
H 3.30 5.31 -1.96  0.472
C -0.67 -0.41 4.25  0.859
C 1.66 5.03 -0.62  0.262
H 1.22 6.58 1.05  0.416
N -0.23 -0.94 -4.32  -0.656
H 0.29 4.33 0.57  0.356
H 2.79 5.85 1.06  0.454
H -5.49 -1.40 3.82  0.320
H 0.96 -4.69 -1.14  0.387
H -2.58 -1.99 -4.27  0.461
H 3.40 -0.24 -1.52  0.277
H -2.35 -4.06 0.20  0.196
O 2.51 3.32 -2.13  -0.013
H -2.06 -3.76 1.96  0.188
H -1.07 -0.53 -4.71  0.334
H 0.93 5.39 -1.35  0.257
H -0.19 -4.52 0.15  0.295
H -1.15 -1.38 2.58  0.117
O 2.10 0.94 -0.69  -0.789
H 0.71 -0.91 1.27  0.341
H 1.14 -3.40 0.10  0.252
H -0.55 1.07 2.67  0.232
H 3.62 3.81 -3.81  0.403
H -3.33 -1.95 -0.15  0.532
C -1.87 -2.57 -3.67  -1.469
C -2.74 -3.61 1.11  -1.306
C 2.90 4.50 -1.35  -0.623
H -1.69 -0.10 4.49  0.173

---

Computed, not measured: 2 unconnected molecules or ions with the total composition C2H6O2, with the ωB97M-V functional and the def2-TZVPD basis.

Values from the calculation:
SMILES string   CC=O.O
LUMO energy   1.025 eV
HOMO-LUMO gap   11.03 eV

Last column: Mulliken charge in e.
Geometry (Å):
H 2.08 -0.76 0.51  0.291
C 3.05 -1.78 -1.15  0.144
H 2.74 -2.73 -0.70  0.310
H -5.65 2.18 2.31  0.319
H -6.40 3.07 1.30  0.321
O -6.52 2.44 2.01  -0.640
H 3.01 0.32 -0.56  0.274
C 2.42 -0.59 -0.50  -0.801
O 3.77 -1.75 -2.11  -0.458
H 1.51 -0.39 -1.11  0.241

---

Computed, not measured: 10 unconnected molecules or ions with the total composition C22H36BN9O5 in a non-equilibrium geometry, with the ωB97M-V functional and the def2-TZVPD basis.

Values from the calculation:
SMILES string   CB(O)OC(=O)OCCO.CC#N.CC#N.CC#N.CC#N.CC#N.CC#N.CC#N.CC#N.CC#N
LUMO energy   0.358 eV
HOMO-LUMO gap   10.84 eV

Last column: Mulliken charge in e.
Geometry (Å):
H 4.56 3.55 -1.48  0.323
C 4.67 3.29 -0.42  -0.418
H -0.48 11.38 1.93  0.306
H 7.63 4.42 3.93  0.257
N 2.03 0.93 0.76  -0.446
C -1.05 0.96 4.26  0.301
C 5.64 4.14 3.35  0.333
N -1.76 -0.61 1.66  -0.371
H 2.95 -6.24 -3.13  0.303
H -0.15 10.30 0.56  0.264
N 4.66 4.53 2.91  -0.361
C -2.98 3.93 3.84  -0.005
C -0.70 10.41 1.49  -0.829
C 1.81 0.33 -0.19  0.405
C -4.25 0.02 1.21  -0.785
C -2.87 -6.26 -2.24  -0.308
H -2.33 -7.18 -2.48  0.079
H -4.50 -10.04 -5.86  0.273
H -3.52 -6.46 -1.39  0.377
H -3.81 -9.22 -7.28  0.279
C -4.11 -9.09 -6.24  -0.879
H -1.06 -5.59 -1.30  0.255
N -2.01 0.74 4.85  -0.505
C 1.98 -6.49 -2.68  -0.864
H 6.73 3.22 4.88  0.289
C 0.37 5.00 2.78  0.598
O 0.36 -4.99 -4.07  -0.414
O -1.50 -4.36 -2.95  -0.355
H 1.47 -1.51 -1.15  0.183
H 7.27 2.83 3.23  0.265
H -0.32 -7.84 -3.57  0.345
N 0.22 4.42 3.76  -0.624
H -3.02 2.85 3.70  -0.083
H 1.82 -5.87 -1.79  0.329
H -0.11 6.57 1.49  0.152
C -1.92 -5.14 -1.81  -0.275
H -4.89 -0.84 1.40  0.272
H 4.34 4.13 0.19  0.176
H 2.32 -0.30 -2.13  0.332
H -4.37 0.33 0.17  0.281
O 0.48 -3.47 -2.44  -0.490
O -3.72 -5.87 -3.29  -0.549
C -0.32 9.35 2.42  0.395
C 6.06 2.99 -0.13  0.306
H 0.58 -0.14 -1.83  0.266
C -2.86 -0.34 1.46  0.346
H 1.97 -7.53 -2.33  0.259
C 6.89 3.62 3.88  -0.780
C 1.53 -0.45 -1.39  -0.697
C 0.55 5.71 1.52  -0.732
N 7.16 2.76 0.12  -0.421
C -0.17 -4.24 -3.09  0.522
H -2.41 -4.48 -1.10  0.384
H 0.33 5.05 0.69  0.326
C 0.16 1.25 3.50  -0.395
H 4.05 2.42 -0.20  0.024
C -2.97 -8.66 -5.44  0.351
H -1.94 4.25 3.79  -0.102
C -3.75 4.59 2.80  0.293
H -3.38 4.17 4.82  0.288
N -2.07 -8.32 -4.82  -0.311
O 0.14 -7.35 -4.26  -0.520
H 1.58 6.05 1.45  0.291
H 0.08 2.23 3.04  -0.025
H 0.29 0.50 2.72  0.209
H -4.90 -8.34 -6.19  0.268
N -0.02 8.51 3.15  -0.369
H -1.77 10.35 1.28  0.271
H -4.54 0.83 1.87  0.244
N -4.34 5.12 1.97  -0.442
H -3.19 -5.64 -4.06  0.328
H 1.02 1.24 4.16  0.411
B 0.80 -6.29 -3.70  0.595

---

Computed, not measured: 2 unconnected molecules or ions with the total composition C6H14NO in a non-equilibrium geometry, with the ωB97M-V functional and the def2-TZVPD basis.

Values from the calculation:
Net charge   +1
LUMO energy   -7.322 eV
HOMO-LUMO gap   5.65 eV

Last column: Mulliken charge in e.
Geometry (Å):
C -0.28 -0.71 -1.00  -0.352
N -0.44 2.37 -3.95  -0.665
C -0.04 -0.34 2.85  -0.440
H 0.40 2.98 -4.05  0.255
C -0.55 -0.16 1.42  0.139
H -0.42 1.64 3.69  0.355
H 1.07 -1.19 0.58  0.310
O -0.11 -2.85 -2.25  -0.441
H 0.68 0.70 4.72  0.308
H 1.53 -1.65 -1.81  0.382
H -1.21 0.63 1.17  0.407
C 0.19 -0.66 0.33  -0.273
H 1.22 1.52 3.26  0.369
C 0.48 -1.56 -2.02  -0.315
H -1.21 -0.22 -1.27  0.467
H -0.11 1.49 -3.52  0.185
C 0.40 0.94 3.62  -1.153
H -1.03 2.89 -3.29  0.240
H 0.85 -1.03 2.78  0.325
H 0.30 -1.07 -2.99  0.199
H -0.94 -2.84 -1.72  0.333
H -0.79 -0.88 3.44  0.364

---

Computed, not measured: 10 unconnected molecules or ions with the total composition C38H70Cl6O14 in a non-equilibrium geometry, with the ωB97M-V functional and the def2-TZVPD basis.

Values from the calculation:
Net charge   -1
Multiplicity   2
LUMO energy (spin up / spin down)   -0.288 / -0.287 eV
HOMO-LUMO gap (spin up / spin down)   2.09 / 4.48 eV

Last column: Löwdin spin population.
Geometry (Å):
C -36.02 -11.18 18.25  0.000
O -20.68 -7.99 15.33  0.000
H -33.12 -6.57 16.68  0.000
H -20.73 -9.24 16.89  0.000
C -26.97 -8.33 14.73  0.000
H -29.86 -13.33 18.03  0.000
C -27.45 -12.48 13.06  0.091
H -29.26 -11.17 16.59  0.000
O -29.65 -13.00 20.77  0.000
C -27.52 -12.43 10.65  0.019
Cl -25.87 -11.27 18.16  0.000
H -26.65 -7.94 15.70  0.000
O -35.12 -11.70 17.28  0.000
H -29.01 -14.72 19.87  0.000
O -34.04 -7.54 14.29  0.000
H -33.44 -8.06 17.61  0.000
H -24.12 -11.39 7.87  0.000
H -24.39 -7.02 10.77  0.000
C -30.58 -6.81 20.34  0.000
H -22.80 -9.96 6.33  0.000
C -33.27 -7.65 16.62  0.000
H -21.00 -7.54 17.37  0.000
C -27.27 -13.25 21.42  0.000
C -37.45 -11.21 17.71  0.000
Cl -24.93 -3.02 16.42  0.000
C -30.59 -13.78 18.71  0.000
H -25.48 -9.78 14.37  0.000
H -30.64 -14.73 20.64  0.000
H -32.14 -5.71 20.67  0.000
C -25.71 -12.31 16.72  0.000
H -25.56 -8.86 9.51  0.000
H -29.05 -13.73 22.61  0.000
H -30.72 -10.33 16.77  0.000
C -26.87 -13.59 10.62  0.119
H -31.12 -14.58 18.20  0.000
H -26.13 -11.78 15.87  0.000
Cl -25.47 -5.78 17.26  0.000
H -22.88 -7.91 10.43  0.000
H -29.55 -8.26 15.61  0.000
C -30.86 -9.27 19.82  0.000
O -28.33 -5.72 20.14  0.000
C -21.95 -7.42 15.06  0.000
O -27.68 -11.88 14.25  0.024
H -24.23 -8.85 6.20  0.000
H -32.45 -7.76 20.14  0.000
C -25.73 -8.78 14.02  0.000
H -35.62 -10.17 18.20  0.000
H -30.15 -10.62 15.10  0.000
H -22.05 -8.32 13.15  0.000
C -26.58 -14.41 11.81  0.129
H -21.10 -6.90 13.15  0.000
C -23.87 -9.83 6.48  0.000
C -32.72 -7.66 13.63  0.000
C -32.90 -12.43 16.67  0.000
H -37.70 -12.24 17.47  0.000
Cl -25.08 -5.22 14.48  0.000
C -24.57 -8.51 9.25  0.000
H -33.14 -5.84 12.63  0.000
C -25.72 -4.58 15.98  0.000
O -26.22 -15.56 11.93  0.195
H -34.38 -9.17 15.64  0.000
H -26.02 -15.02 9.79  0.000
H -21.98 -6.43 15.51  0.000
O -23.80 -9.65 8.85  0.000
C -33.80 -11.88 17.74  0.000
H -25.53 -10.34 7.95  0.000
H -32.30 -8.07 16.35  0.000
H -18.60 -6.87 16.61  0.000
C -31.38 -7.88 20.06  0.000
H -32.02 -6.88 11.67  0.000
H -37.66 -10.63 16.82  0.000
H -28.83 -12.06 22.39  0.000
C -29.93 -14.16 20.04  0.000
C -28.71 -13.01 21.87  0.000
H -25.90 -8.79 12.94  0.000
H -18.75 -7.91 18.03  0.000
H -29.40 -11.16 19.72  0.000
O -28.75 -10.46 19.65  0.000
C -28.96 -9.12 15.95  0.000
H -24.86 -8.23 14.38  0.000
H -24.62 -7.72 8.50  0.000
H -33.24 -12.21 15.65  0.000
O -26.40 -14.18 9.53  0.048
H -22.75 -8.08 15.38  0.000
O -28.51 -10.69 11.93  0.223
C -28.60 -8.11 19.75  0.000
H -26.64 -14.13 14.01  -0.001
H -32.80 -13.52 16.68  0.000
O -31.19 -5.61 20.54  0.000
O -27.91 -9.40 15.05  0.000
C -24.45 -10.35 7.82  0.000
H -22.82 -6.70 13.11  0.000
H -33.43 -10.91 18.08  0.000
C -29.35 -9.25 19.69  0.000
H -33.63 -7.29 11.60  0.000
C -20.43 -8.21 16.72  0.000
Cl -26.62 -13.81 17.02  0.000
H -24.44 -10.42 5.76  0.000
H -31.86 -7.27 14.19  0.000
H -36.00 -11.74 19.18  0.000
C -18.99 -7.82 16.97  0.000
C -23.96 -7.99 10.51  0.000
C -32.91 -6.85 12.30  0.000
H -26.97 -12.76 20.49  0.000
H -32.46 -8.71 13.51  0.000
H -35.28 -7.76 16.00  0.000
O -31.61 -10.24 19.82  0.000
C -27.91 -11.79 11.85  0.130
H -26.61 -12.89 22.20  0.000
H -18.33 -8.55 16.51  0.000
Cl -23.97 -12.62 16.45  0.000
H -26.81 -4.57 15.89  0.000
H -27.57 -7.52 14.30  0.000
H -27.59 -12.00 9.66  -0.002
H -28.55 -8.85 16.93  0.000
H -31.92 -11.98 16.78  0.000
H -38.13 -10.87 18.49  0.000
H -31.20 -12.90 18.91  0.000
C -34.32 -8.08 15.59  0.000
H -27.07 -14.31 21.27  0.000
C -26.79 -13.65 13.06  0.021
H -27.52 -8.23 19.70  0.000
C -29.08 -6.72 20.04  0.000
H -24.10 -8.72 11.30  0.000
C -22.03 -7.31 13.55  0.000
H -28.00 -10.98 14.22  0.000
C -29.84 -10.38 16.12  0.000
H -33.87 -12.55 18.59  0.000